[1]
{
  "formula": "CH6N2O2",
  "method": "wB97M-V/def2-TZVPD",
  "symbols": ["C", "N", "H", "H", "O", "H", "N", "O", "H", "H", "H"],
  "positions_angstrom": [[-1.32, 0.65, 0.32], [-0.58, -0.27, -0.20], [-2.98, -0.58, 0.40], [-1.13, 1.53, 0.94], [-0.87, -1.34, -0.82], [0.58, -0.26, -0.08], [2.12, -0.08, -0.13], [-3.09, 0.28, 0.01], [2.55, -0.14, -1.06], [2.07, 0.91, 0.08], [2.67, -0.71, 0.54]],
  "gap_ev": 8.98,
  "charge": 0,
  "relative_energy_kj_mol": 598.2,
  "multiplicity": 1,
  "total_energy_ev": -8204.67558
}

=====

[2]
{
  "formula": "C32H51BBr14ClN2O2S",
  "method": "wB97M-V/def2-TZVPD",
  "symbols": ["C", "C", "H", "C", "Br", "C", "H", "H", "Br", "H", "C", "C", "H", "C", "N", "H", "H", "H", "H", "Br", "H", "H", "H", "H", "H", "H", "C", "H", "Br", "B", "H", "C", "C", "C", "C", "C", "H", "Br", "H", "H", "C", "H", "C", "C", "C", "C", "Br", "H", "N", "H", "Br", "C", "Cl", "C", "Br", "H", "H", "H", "C", "C", "H", "Br", "H", "H", "H", "Br", "C", "H", "H", "H", "C", "O", "H", "H", "H", "Br", "S", "H", "H", "C", "H", "H", "H", "H", "C", "H", "C", "C", "Br", "H", "H", "C", "Br", "H", "Br", "H", "H", "H", "H", "C", "C", "H", "O", "C"],
  "positions_angstrom": [[-4.26, -2.22, -0.20], [-2.91, -3.51, -2.60], [6.15, 0.32, -2.85], [-0.22, -0.01, 2.38], [-7.43, -5.88, 0.86], [-4.41, 3.40, -0.02], [-5.97, 3.76, -1.66], [-1.96, -1.01, 1.09], [10.65, -1.99, 2.37], [0.52, -1.15, -0.44], [-5.63, 5.77, -0.63], [-1.79, -0.33, 2.04], [-3.74, -2.75, -2.96], [0.66, 0.55, 1.12], [-2.81, -4.08, -1.17], [-4.20, 7.29, -1.62], [7.21, 3.00, 2.68], [6.53, 2.07, -2.25], [-4.60, -4.54, 0.15], [5.72, -3.70, -1.80], [-2.99, -3.74, 0.97], [4.27, 0.34, -0.64], [1.57, 1.76, -1.12], [8.76, -2.65, 3.86], [5.75, 2.93, 0.38], [4.10, -0.06, -3.47], [-1.59, -5.02, -1.23], [8.58, 1.25, 0.65], [-3.38, 3.29, 7.38], [-3.88, 1.04, 0.83], [1.78, 0.16, 1.29], [7.41, 1.25, 0.54], [-4.85, -1.54, 1.17], [-1.75, -3.98, -3.66], [2.13, -0.13, -2.30], [-3.30, 2.18, -3.48], [6.93, 0.84, 1.55], [8.22, -5.66, -2.32], [-3.35, 1.05, 3.06], [7.89, -3.89, -0.59], [0.21, -0.01, -0.35], [-5.18, -2.33, -0.95], [-6.17, -7.34, 1.08], [7.65, -3.93, -1.66], [-2.74, 1.02, 2.03], [-4.00, 2.40, -1.26], [-7.48, 6.43, -1.20], [7.39, 3.36, -0.54], [-3.06, 2.93, -2.33], [-6.07, -7.52, 2.16], [9.51, -4.91, 3.12], [-5.20, 0.06, 0.93], [-3.07, 4.52, 0.69], [-3.71, -3.78, 0.02], [7.61, -2.76, 1.65], [-5.95, 0.49, 1.74], [-4.20, -1.73, 2.13], [-5.20, 6.32, -2.90], [-0.90, -5.01, -2.71], [3.48, 0.68, -2.77], [-0.94, 0.16, -0.58], [-7.43, 3.60, 0.52], [-5.79, 0.12, -0.10], [6.33, -0.61, -0.26], [8.76, 3.45, 1.70], [-3.63, 3.52, 4.17], [-5.80, 4.11, -0.53], [-2.20, -0.98, 2.96], [-4.91, 1.85, -1.80], [7.30, 4.74, 1.78], [6.96, 0.29, -0.71], [-3.36, 1.22, -0.57], [-0.23, 0.87, 3.19], [3.20, 1.59, -3.49], [-3.70, 5.50, -1.97], [-6.83, -8.99, 0.29], [-3.76, 1.11, -4.76], [7.91, -0.23, -1.22], [4.15, 2.18, -1.11], [4.47, 1.12, -1.52], [0.76, 1.73, 1.08], [0.06, -5.59, -3.10], [-1.19, -5.64, -0.31], [-2.05, 1.97, 2.05], [-4.63, 6.22, -1.88], [-5.40, 3.52, 5.93], [9.08, -3.03, 2.89], [-4.48, 2.93, 5.82], [-4.40, -6.88, 0.41], [0.36, -0.90, 2.91], [0.24, 1.15, -2.38], [6.08, 1.03, -1.88], [8.62, -2.47, -2.51], [2.36, -1.07, -1.64], [-5.01, 1.06, 5.72], [-5.90, -2.06, 1.37], [-5.34, 6.25, 0.40], [-1.59, -3.67, -4.78], [-3.46, -1.53, -0.71], [7.59, 3.60, 1.73], [1.02, 0.82, -1.55], [1.61, -0.56, -3.29], [-4.50, 2.39, 1.05], [6.92, 2.82, 0.41]],
  "gap_ev": 6.08,
  "charge": -1,
  "multiplicity": 1,
  "total_energy_ev": -1045699.80265
}

=====

[3]
{
  "formula": "C4H6ClNO",
  "method": "wB97M-V/def2-TZVPD",
  "symbols": ["C", "H", "H", "O", "H", "H", "N", "C", "H", "C", "C", "Cl", "H"],
  "positions_angstrom": [[-1.11, 0.44, 0.76], [-1.70, 1.40, 0.69], [0.33, -1.78, 0.22], [-0.22, -0.78, -2.44], [0.15, 1.34, -2.11], [-1.36, -0.34, -0.13], [0.95, 0.24, -0.58], [0.44, 0.40, 0.65], [0.81, 1.01, 1.53], [1.05, -0.94, 0.26], [0.20, 0.19, -1.84], [-1.62, 0.13, 2.45], [2.09, -1.32, 0.55]],
  "gap_ev": 10.95,
  "smiles": "O=CN1C[C@@H]1CCl",
  "charge": 0,
  "relative_energy_kj_mol": 318.2,
  "multiplicity": 1,
  "total_energy_ev": -20302.58039
}

=====

- Number 1 is which compound?
  CH6N2O2

=====

- Which formula does entry 1 have?
  CH6N2O2